80
Properties=species:S:1:pos:R:3:lowdin_spin:R:1 method="wB97M-V/def2-TZVPD" spin_multiplicity=5 s_squared=6.0366 homo_ev="-7.59 / -8.50" e_lumo_ha="-0.029 / -0.049" gap_ev="6.79 / 7.16"
Fe -0.72 -2.01 -4.51 3.269
C -0.62 3.81 -1.53 0.000
C -0.97 3.15 -2.65 0.000
C -0.03 2.79 -3.78 0.000
C 1.27 2.06 -3.37 0.000
C 2.52 2.85 -3.21 0.000
C 2.58 4.15 -2.91 0.000
C 1.44 5.05 -2.58 0.000
C 0.58 4.70 -1.32 0.000
C 0.38 -3.69 -4.35 0.118
H -1.32 3.80 -0.67 0.000
H -1.99 2.74 -2.74 0.000
H 0.19 3.64 -4.44 0.000
H -0.58 2.10 -4.43 0.000
H 1.03 1.53 -2.44 0.000
H 1.48 1.24 -4.07 0.000
H 3.43 2.25 -3.27 0.000
H 3.56 4.63 -2.84 0.000
H 0.75 5.19 -3.42 0.000
H 1.88 6.04 -2.34 0.000
H 1.23 4.34 -0.51 0.000
H 0.16 5.65 -0.93 0.000
H 1.43 -3.51 -4.07 0.005
H 0.36 -4.54 -5.04 0.017
H -0.17 -4.00 -3.44 0.020
P 1.14 -1.68 -5.64 0.115
P -2.54 -0.79 -5.44 0.088
N 2.41 -0.40 -5.84 0.053
N 1.79 -2.80 -6.90 0.009
N -2.55 0.87 -6.30 0.016
N -4.08 -1.23 -6.34 0.032
C -0.10 -0.93 -6.73 0.013
C -1.43 -1.68 -6.61 0.046
C 3.65 -0.35 -5.19 0.003
C 4.51 0.49 -5.90 0.000
C 3.79 0.96 -7.04 0.001
C 2.52 0.41 -6.98 0.006
C 2.41 -4.02 -6.64 0.003
C 2.84 -4.58 -7.84 0.001
C 2.53 -3.65 -8.88 0.002
C 1.91 -2.56 -8.27 0.002
C -3.16 2.04 -5.83 0.001
C -2.90 3.09 -6.70 0.000
C -2.14 2.56 -7.78 0.000
C -1.99 1.19 -7.54 0.002
C -4.83 -0.50 -7.28 0.003
C -5.49 -1.38 -8.13 0.001
C -5.18 -2.71 -7.67 0.001
C -4.33 -2.58 -6.58 0.001
H 0.21 -0.98 -7.78 0.004
H -0.16 0.14 -6.46 0.000
H -1.92 -1.89 -7.58 0.004
H -1.30 -2.71 -6.17 0.012
H 3.80 -0.90 -4.27 0.001
H 5.53 0.73 -5.65 0.000
H 4.13 1.61 -7.83 0.001
H 1.67 0.56 -7.64 0.000
H 2.46 -4.40 -5.63 0.001
H 3.34 -5.53 -7.95 0.000
H 2.73 -3.73 -9.94 0.000
H 1.55 -1.65 -8.74 0.000
H -3.76 2.04 -4.93 0.001
H -3.22 4.11 -6.56 0.000
H -1.74 3.08 -8.65 0.000
H -1.47 0.45 -8.14 0.000
H -4.85 0.58 -7.28 0.000
H -6.11 -1.11 -8.98 0.000
H -5.53 -3.64 -8.10 0.000
H -3.87 -3.34 -5.96 0.000
Cl -3.23 -4.10 -3.07 0.011
C -2.59 -2.82 -2.09 0.017
C -1.61 -1.97 -2.57 0.062
C -0.88 -1.19 -1.66 0.017
Cl 0.77 -0.81 -2.03 0.027
C -1.38 -0.88 -0.39 0.000
Cl -0.64 0.38 0.52 0.002
C -2.48 -1.65 0.09 0.006
Cl -3.00 -1.42 1.71 0.002
C -3.04 -2.68 -0.73 0.001
Cl -4.17 -3.82 -0.10 0.001

---

84
Properties=species:S:1:pos:R:3:lowdin_charge:R:1 method="wB97M-V/def2-TZVPD" homo_ev=-7.91 e_lumo_ha=-0.076 gap_ev=5.85
W -0.01 1.58 -0.23 1.134
C 2.59 2.35 1.96 -0.113
N 2.07 1.13 1.33 -0.327
C 3.20 0.47 0.66 -0.088
C 1.51 0.25 2.34 -0.211
C 0.58 -0.76 1.71 -0.215
N -0.49 -0.12 0.94 -0.165
C -1.78 -0.42 1.34 -0.189
C -2.80 0.37 0.82 -0.220
F -2.40 1.20 -0.18 -0.182
C -4.13 0.31 1.17 -0.222
F -5.00 1.14 0.59 0.101
C -4.55 -0.63 2.09 0.077
C -3.58 -1.50 2.56 -0.212
F -3.95 -2.48 3.40 0.096
C -2.25 -1.43 2.20 -0.128
F -1.47 -2.42 2.67 0.066
H 3.36 2.09 2.69 0.099
H 1.79 2.89 2.46 0.022
H 3.03 3.00 1.20 0.088
H 4.00 0.30 1.39 0.099
H 3.58 1.11 -0.13 0.097
H 2.89 -0.48 0.24 0.030
H 0.97 0.85 3.08 0.105
H 2.30 -0.28 2.88 0.132
H 0.17 -1.34 2.53 0.111
H 1.13 -1.44 1.07 0.032
H -5.58 -0.70 2.40 0.138
O 1.33 2.81 -0.59 -0.556
N 1.08 0.13 -1.11 -0.127
C 1.82 0.18 -2.12 -0.276
C 2.58 -0.91 -2.79 -0.191
C 3.20 -0.49 -3.97 -0.038
C 3.98 -1.35 -4.74 -0.067
C 4.16 -2.65 -4.31 -0.064
C 3.55 -3.08 -3.15 -0.089
C 2.74 -2.25 -2.38 -0.287
P 1.96 -2.89 -0.84 1.135
C 3.19 -4.11 -0.24 -0.363
C 4.00 -3.69 0.81 -0.102
C 4.94 -4.54 1.37 -0.084
C 5.07 -5.84 0.89 -0.087
C 4.25 -6.28 -0.14 -0.077
C 3.31 -5.42 -0.69 -0.097
C 0.67 -4.04 -1.46 -0.373
C 0.52 -4.45 -2.78 -0.108
C -0.45 -5.39 -3.12 -0.085
C -1.28 -5.91 -2.15 -0.089
C -1.15 -5.49 -0.83 -0.079
C -0.18 -4.56 -0.49 -0.103
H 1.31 3.80 -0.54 -0.107
H 2.00 1.15 -2.62 0.099
H 3.07 0.53 -4.29 0.113
H 4.44 -0.99 -5.65 0.107
H 4.78 -3.33 -4.88 0.108
H 3.73 -4.10 -2.82 0.095
H 3.89 -2.68 1.20 0.086
H 5.57 -4.20 2.19 0.103
H 5.80 -6.51 1.33 0.103
H 4.34 -7.29 -0.50 0.104
H 2.66 -5.79 -1.48 0.103
H 1.17 -4.05 -3.55 0.098
H -0.55 -5.71 -4.15 0.105
H -2.04 -6.65 -2.41 0.103
H -1.80 -5.89 -0.06 0.106
H -0.08 -4.24 0.54 0.103
Se -3.81 4.53 -0.68 -0.030
Sb -1.50 4.24 -0.63 -0.024
Se -0.79 2.84 1.71 0.360
Se -0.95 2.24 -2.35 0.347
Se 0.22 5.85 -0.84 0.031
C -3.12 -2.30 -3.17 -0.142
C -2.33 -1.38 -4.11 -0.145
C -1.06 -1.18 -3.30 -0.239
O -1.53 -0.99 -1.97 -0.216
C -2.72 -1.76 -1.79 -0.171
H -2.79 -3.33 -3.29 0.098
H -4.19 -2.25 -3.33 0.112
H -2.85 -0.43 -4.22 0.117
H -2.15 -1.81 -5.10 0.115
H -0.47 -0.32 -3.60 0.077
H -0.43 -2.07 -3.35 0.101
H -3.49 -1.10 -1.38 0.114
H -2.53 -2.57 -1.07 0.113

---

81
Properties=species:S:1:pos:R:3:lowdin_spin:R:1 method="wB97M-V/def2-TZVPD" spin_multiplicity=4 s_squared=3.8165 homo_ev="-12.29 / -12.29" e_lumo_ha="-0.297 / -0.348" gap_ev="4.21 / 2.82" charge=+2 de_lowest_kj_mol=0.00
Re 0.07 -0.04 2.37 1.465
C 0.49 -2.24 3.01 0.077
C 1.35 -1.76 1.97 -0.004
C 1.02 -2.14 0.57 0.009
C -0.35 -1.74 -0.02 0.024
C -1.05 -0.62 0.73 0.082
C -1.77 -0.97 1.95 0.012
C -1.97 -2.45 2.28 0.001
C -0.70 -3.13 2.81 0.011
C -0.71 1.78 2.89 -0.014
H 0.98 -2.38 3.98 -0.002
H 2.41 -1.56 2.18 0.009
H 1.11 -3.23 0.48 -0.003
H 1.83 -1.69 -0.02 0.000
H -0.22 -1.41 -1.06 0.001
H -0.99 -2.65 -0.08 0.002
H -1.40 0.26 0.14 0.005
H -2.63 -0.36 2.23 0.008
H -2.32 -2.99 1.39 -0.001
H -2.76 -2.53 3.05 0.000
H -0.94 -3.56 3.79 0.000
H -0.43 -3.98 2.18 0.005
H -1.23 1.76 3.86 0.013
H -1.40 2.17 2.13 -0.006
H 0.13 2.48 3.00 0.007
P -1.26 1.67 -1.55 0.000
P 2.22 -0.14 -1.72 -0.001
N -2.83 1.18 -2.22 0.000
N -1.26 3.22 -2.47 0.000
N 1.83 -1.51 -2.79 0.000
N 3.81 0.11 -2.49 0.038
C -0.28 0.74 -2.79 0.000
C 1.22 1.11 -2.68 -0.001
C -4.00 1.26 -1.46 0.000
C -5.06 0.74 -2.21 0.000
C -4.53 0.37 -3.48 0.000
C -3.18 0.67 -3.47 0.000
C -1.16 4.49 -1.92 0.000
C -1.45 5.43 -2.91 0.000
C -1.76 4.71 -4.10 0.000
C -1.59 3.36 -3.82 0.000
C 1.66 -2.83 -2.34 0.014
C 1.38 -3.64 -3.41 0.004
C 1.37 -2.83 -4.58 0.009
C 1.66 -1.53 -4.18 0.010
C 4.46 -0.65 -3.47 0.330
C 5.62 0.02 -3.87 0.137
C 5.72 1.20 -3.05 0.104
C 4.62 1.23 -2.22 0.336
H -0.61 0.91 -3.83 0.000
H -0.43 -0.33 -2.59 0.000
H 1.64 1.23 -3.69 0.000
H 1.33 2.08 -2.15 0.000
H -3.96 1.67 -0.46 0.000
H -6.08 0.64 -1.87 0.000
H -5.06 -0.06 -4.32 0.000
H -2.45 0.56 -4.26 0.000
H -0.90 4.61 -0.88 0.000
H -1.46 6.50 -2.80 0.000
H -2.10 5.11 -5.05 0.000
H -1.67 2.50 -4.47 0.000
H 1.79 -3.11 -1.31 0.000
H 1.25 -4.71 -3.32 0.000
H 1.22 -3.17 -5.59 0.000
H 1.84 -0.64 -4.77 0.000
H 4.06 -1.59 -3.82 0.008
H 6.30 -0.31 -4.65 0.002
H 6.53 1.92 -3.10 0.000
H 4.33 1.93 -1.46 0.013
F -0.79 -0.38 9.98 0.003
C -0.47 -0.24 8.68 0.009
C -0.54 -1.34 7.83 0.000
F -0.95 -2.55 8.29 0.000
C -0.19 -1.21 6.49 0.008
F -0.36 -2.31 5.72 0.002
C 0.30 0.01 5.98 0.029
S 1.17 0.23 4.47 0.227
C 0.23 1.14 6.83 0.012
F 0.53 2.36 6.33 0.005
C -0.13 1.02 8.17 -0.001
F -0.12 2.10 8.97 -0.001